Record 1
138
Properties=species:S:1:pos:R:3:lowdin_charge:R:1 method="wB97M-V/def2-TZVPD" homo_lumo_gap_ev=6.279 charge=+1 spin_multiplicity=1 homo_ev=-10.15
N 2.26400 -1.44354 2.47014 0.119
C 1.58110 -0.11791 2.62875 -0.152
N 0.21270 -0.22728 3.24551 0.192
C -0.15442 1.26294 3.26592 -0.205
N -1.38263 1.61298 3.73472 -0.488
I -2.25802 3.45970 3.83958 1.158
C -2.27972 0.46083 4.23888 -0.233
C -3.00564 -0.35855 2.97456 -0.083
C -4.05500 -1.45475 3.63855 -0.049
F -4.84449 -1.04917 4.85894 -0.067
C -4.27085 -2.83348 3.04174 0.016
F -3.37848 -3.99318 3.41758 -0.018
F -5.32353 -3.11141 2.03441 -0.019
N 0.89110 2.20593 2.75358 -0.018
C 1.03848 3.68704 2.61464 -0.131
C 0.26489 4.30261 1.29787 -0.184
O 0.02890 5.74809 1.42267 -0.144
C -1.27751 6.09099 0.83245 -0.136
O -2.45370 6.07113 1.48202 -0.078
N 1.91012 1.31720 2.33608 -0.131
S 3.44112 1.55097 1.57028 0.931
O 4.53893 1.34078 2.68542 -0.303
O 3.64555 2.88608 0.81192 -0.311
C 3.86162 0.23774 0.24161 -0.248
F 4.68827 -0.87160 0.76598 0.025
F 2.61412 -0.20392 -0.46151 -0.011
F 4.69357 0.90354 -0.82924 0.020
H 2.26461 -1.81430 1.49563 0.101
H 3.25782 -1.40448 2.84875 0.043
H -1.74014 -0.24666 4.99748 0.146
H -3.20423 0.91741 4.84282 0.078
H -2.19494 -0.97789 2.36629 0.131
H -3.63765 0.36873 2.28797 0.145
H 2.16345 4.08087 2.53809 0.155
H 0.67524 4.17110 3.64589 0.123
H 0.95224 4.15525 0.33935 0.151
H -0.78289 3.76818 1.10915 0.119
H -1.29805 6.39671 -0.30247 0.129
C -1.91469 -0.94050 -2.63359 -0.251
S -0.29573 -0.54435 -1.93176 0.781
O -0.47826 0.62374 -1.00852 -0.604
C 0.42945 0.08301 -3.46551 -0.263
H -2.55605 -1.31957 -1.83424 0.049
H -2.36629 -0.04354 -3.06442 0.060
H -1.80293 -1.70989 -3.40126 0.050
H -0.16393 0.91800 -3.84581 0.059
H 0.46727 -0.71864 -4.20682 0.013
H 1.44592 0.42774 -3.25488 0.047
C -8.67065 -6.15653 -0.13706 -0.273
S -7.34251 -4.99623 0.26326 0.794
O -6.22949 -5.23024 -0.71477 -0.555
C -6.86861 -5.77873 1.82369 -0.270
H -9.09327 -5.87934 -1.10585 0.051
H -8.27566 -7.17385 -0.19296 0.058
H -9.45040 -6.09836 0.62608 0.051
H -6.58260 -6.81874 1.64904 0.061
H -7.70515 -5.73243 2.52488 0.054
H -6.01691 -5.23455 2.24188 0.020
C 0.20937 9.76276 -0.11774 -0.261
S -0.42953 9.19778 -1.71246 0.853
O -0.93791 7.79910 -1.52444 -0.583
C 1.17808 9.08613 -2.53402 -0.272
H -0.62922 9.86595 0.57516 0.053
H 0.91986 9.03448 0.28088 0.057
H 0.69630 10.73305 -0.24107 0.057
H 1.82975 8.39877 -1.98925 0.053
H 1.63434 10.07771 -2.58112 0.062
H 1.02491 8.71095 -3.54999 0.046
C -6.79753 1.12298 7.06395 -0.272
S -5.46939 2.28328 7.46427 0.833
O -4.35637 2.04926 6.48624 -0.623
C -4.99549 1.50077 9.02471 -0.265
H -7.22015 1.40017 6.09516 0.051
H -6.40254 0.10566 7.00805 0.053
H -7.57728 1.18115 7.82709 0.050
H -4.70948 0.46077 8.85005 0.058
H -5.83203 1.54708 9.72590 0.056
H -4.14379 2.04496 9.44289 0.051
C 5.26655 6.10394 -3.42180 -0.271
S 4.57225 7.33493 -4.55014 0.818
O 4.23203 8.54949 -3.73821 -0.563
C 3.02942 6.44832 -4.87484 -0.275
H 6.22976 6.47038 -3.05859 0.052
H 4.59476 5.95168 -2.57351 0.054
H 5.41713 5.16209 -3.95474 0.052
H 2.49309 6.27540 -3.93869 0.051
H 3.25061 5.49572 -5.36192 0.052
H 2.41035 7.05798 -5.53927 0.052
C 6.40404 -3.15979 2.64426 -0.264
S 5.55535 -2.71812 4.17892 0.861
O 4.77678 -1.46273 3.91826 -0.581
C 7.04468 -2.25402 5.09453 -0.254
H 5.65427 -3.45004 1.90427 0.047
H 6.96970 -2.30356 2.26876 0.061
H 7.07555 -4.00224 2.82630 0.058
H 7.57136 -1.45262 4.57081 0.063
H 7.69587 -3.12500 5.19926 0.059
H 6.74834 -1.90376 6.08746 0.057
C 2.20404 -4.38428 -5.64553 -0.255
S 1.35535 -3.94261 -4.11087 0.856
O 0.57678 -2.68722 -4.37154 -0.595
C 2.84468 -3.47851 -3.19526 -0.252
H 1.45427 -4.67453 -6.38552 0.057
H 2.76970 -3.52805 -6.02103 0.027
H 2.87555 -5.22673 -5.46350 0.015
H 3.37136 -2.67711 -3.71898 0.064
H 3.49587 -4.34949 -3.09054 0.039
H 2.54834 -3.12825 -2.20233 0.037
C -9.75473 -0.97079 4.46328 -0.273
S -10.76500 -0.67712 5.93421 0.821
O -9.91560 0.06402 6.92383 -0.566
C -10.83655 -2.40473 6.46531 -0.271
H -9.55064 -0.00977 3.98498 0.051
H -8.80992 -1.44189 4.74521 0.053
H -10.30000 -1.61155 3.76622 0.052
H -9.82637 -2.78888 6.62616 0.056
H -11.34769 -3.00014 5.70514 0.053
H -11.39756 -2.45816 7.40277 0.053
C 6.61723 -6.26908 -6.62468 -0.258
S 5.89082 -6.73838 -5.03641 0.846
O 4.66175 -5.90163 -4.83803 -0.577
C 7.20158 -6.03110 -4.01000 -0.266
H 5.93952 -6.58272 -7.42239 0.054
H 6.75166 -5.18558 -6.67003 0.055
H 7.57902 -6.77194 -6.75058 0.055
H 7.30048 -4.96211 -4.21353 0.060
H 8.14482 -6.54148 -4.21839 0.054
H 6.93750 -6.17636 -2.95854 0.050
C 2.98913 -1.40000 -8.44468 -0.262
S 4.42364 -2.49805 -8.36103 0.793
O 5.00579 -2.37502 -6.98405 -0.570
C 5.46764 -1.53467 -9.48077 -0.269
H 2.21332 -1.79161 -7.78231 0.042
H 3.26729 -0.39428 -8.12026 0.060
H 2.60836 -1.37197 -9.46841 0.056
H 5.59585 -0.52099 -9.09355 0.058
H 5.00870 -1.50246 -10.47171 0.054
H 6.44468 -2.02131 -9.55143 0.051

=====

Record 2
126
Properties=species:S:1:pos:R:3:lowdin_charge:R:1 method="wB97M-V/def2-TZVPD" homo_lumo_gap_ev=8.973 smiles="COC(=O)OC.CNC(C)=O.CNC(C)=O.CNC(C)=O.CNC(C)=O.CNC(C)=O.CC(N)=O.CC(N)=O.CC(N)=O.CC(N)=O.CC(N)=O.CC(N)=O" spin_multiplicity=1 homo_ev=-9.21
C -6.11672 -6.45883 6.87594 -0.028
O -5.47542 -5.47301 6.05938 -0.023
C -4.87992 -5.81446 4.89076 -0.593
O -4.78110 -6.93647 4.42828 0.107
O -4.43022 -4.72432 4.31855 0.001
C -3.82150 -4.77305 3.05218 -0.040
H -5.79134 -7.41488 6.46579 0.086
H -7.18060 -6.32460 6.68041 0.096
H -5.82641 -6.35370 7.92129 0.093
H -4.45549 -5.23846 2.29750 0.097
H -2.96021 -5.43446 3.14608 0.102
H -3.73346 -3.74525 2.70006 0.101
C 1.62217 -6.93496 -1.23435 0.005
C 2.08091 -5.50864 -0.91198 -0.523
O 1.84432 -4.58600 -1.67707 0.016
N 2.41628 -5.11723 0.36278 -0.028
C 2.94863 -6.03490 1.32094 -0.102
H 1.29886 -7.51771 -0.37181 0.072
H 2.47819 -7.39930 -1.72395 0.082
H 0.81615 -6.93170 -1.96813 0.087
H 2.60361 -4.15178 0.59280 0.130
H 2.11952 -6.58911 1.76086 0.085
H 3.47152 -5.45134 2.07866 0.085
H 3.70403 -6.56205 0.73821 0.089
C 6.88817 -2.58218 -7.55777 -0.009
C 5.76306 -1.73942 -7.06252 -0.605
O 4.80038 -1.62263 -7.78092 0.050
N 5.79528 -1.19721 -5.84632 -0.013
C 4.71328 -0.39993 -5.39504 -0.080
H 6.56821 -3.35987 -8.25125 0.087
H 7.42849 -3.15371 -6.80310 0.072
H 7.57334 -1.87727 -8.02865 0.088
H 6.63882 -1.40018 -5.32927 0.138
H 5.02891 0.26405 -4.59031 0.084
H 3.93459 -1.08938 -5.06883 0.095
H 4.42907 0.27560 -6.20188 0.092
C -0.17897 5.51703 2.76493 0.002
C 1.33576 5.67102 2.63421 -0.543
O 1.87775 6.59167 2.00786 0.008
N 2.06193 4.82859 3.38900 -0.004
C 3.51228 4.56128 3.33992 -0.049
H -0.62879 6.46784 3.05080 0.081
H -0.39272 4.87129 3.61666 0.068
H -0.70105 5.31139 1.83046 0.082
H 1.52145 4.31331 4.06905 0.120
H 4.14403 5.37331 2.97992 0.086
H 3.63690 3.71870 2.65976 0.073
H 3.84357 4.08533 4.26286 0.077
C -2.83448 3.61362 -9.06383 0.002
C -2.47319 2.15722 -8.62927 -0.572
O -3.36189 1.36896 -8.58676 0.048
N -1.23568 1.88439 -8.18369 -0.002
C -0.71778 0.62745 -7.69938 -0.061
H -3.71753 3.98983 -8.54731 0.077
H -3.14381 3.78036 -10.09563 0.074
H -1.97647 4.25693 -8.86870 0.060
H -0.69260 2.73571 -8.20371 0.127
H -1.44888 -0.16906 -7.83785 0.087
H -0.39409 0.66875 -6.65937 0.079
H 0.19194 0.40101 -8.25547 0.081
C 3.38224 5.86584 -2.74898 -0.004
C 1.98294 5.49324 -3.27250 -0.488
O 1.82014 4.90713 -4.38198 -0.022
N 0.88246 5.91516 -2.55480 0.008
C -0.50731 5.51878 -2.87712 -0.067
H 3.79447 6.82314 -3.06794 0.084
H 4.07210 5.02585 -2.83037 0.079
H 3.27479 5.92000 -1.66565 0.061
H 1.13491 6.39552 -1.70297 0.122
H -0.60925 4.62253 -3.48905 0.082
H -1.09770 6.31626 -3.32832 0.074
H -1.11425 5.37005 -1.98403 0.070
O -1.81277 0.55636 6.98653 0.060
C -2.92897 0.64360 7.32247 -0.661
N -3.39534 0.06634 8.43222 0.161
C -3.89440 1.34848 6.35791 -0.009
H -2.67045 -0.30928 9.02682 0.116
H -4.38874 0.10628 8.61016 0.109
H -4.53876 0.64125 5.83568 0.078
H -3.35272 1.89256 5.58418 0.076
H -4.56146 2.06983 6.82992 0.070
O -1.67031 0.81223 0.97958 -0.024
C -0.44349 0.52060 0.95571 -0.602
N 0.22055 0.00670 1.96196 0.158
C 0.44528 0.75179 -0.26369 -0.006
H 1.21623 -0.15037 1.89836 0.113
H -0.28215 -0.03966 2.83674 0.121
H 1.06518 1.55409 0.13650 0.077
H -0.04188 1.12497 -1.16453 0.082
H 1.05186 -0.13873 -0.42845 0.079
O 4.91594 -1.05681 1.81582 0.027
C 5.96864 -1.06877 1.22352 -0.701
N 5.98889 -1.56254 0.04849 0.172
C 7.21254 -0.44346 1.69719 -0.002
H 5.20548 -2.16622 -0.15632 0.125
H 6.85723 -1.72858 -0.43990 0.115
H 7.16324 0.64293 1.77085 0.093
H 8.04740 -0.74798 1.06602 0.078
H 7.39112 -0.72730 2.73433 0.093
O 4.65729 0.42731 8.78909 0.000
C 3.61235 0.75198 8.20649 -0.622
N 3.06506 -0.09447 7.37867 0.165
C 3.06648 2.14752 8.37796 -0.012
H 3.45482 -1.02512 7.42436 0.122
H 2.26440 0.09917 6.79425 0.113
H 2.06946 2.32836 7.97629 0.068
H 3.74732 2.93563 8.05634 0.082
H 2.96539 2.33942 9.44616 0.083
O -8.77858 1.24037 -0.28427 0.024
C -7.72891 1.54394 0.27223 -0.627
N -6.57117 0.88961 0.04776 0.161
C -7.73360 2.51438 1.35795 -0.029
H -6.50562 0.19300 -0.68063 0.113
H -5.72717 1.16307 0.53044 0.101
H -8.04614 3.52564 1.09763 0.088
H -6.76665 2.71416 1.81968 0.074
H -8.49283 2.21577 2.08079 0.094
O -4.38331 -3.87441 -3.45295 0.014
C -4.62638 -2.96026 -4.22995 -0.666
N -4.06672 -1.81888 -4.07868 0.168
C -5.63591 -3.07059 -5.34699 -0.007
H -4.35158 -1.22294 -4.84276 0.110
H -3.46345 -1.59803 -3.29933 0.132
H -5.07870 -3.43746 -6.20898 0.086
H -6.08365 -2.11694 -5.62660 0.077
H -6.38755 -3.84994 -5.22147 0.086

=====

Record 3
124
Properties=species:S:1:pos:R:3:lowdin_charge:R:1 method="wB97M-V/def2-TZVPD" homo_lumo_gap_ev=7.781 de_lowest_ev=2.0560 spin_multiplicity=1 homo_ev=-8.02
Zn -0.63823 -2.47784 -0.88390 0.538
S 0.52373 -0.19515 -0.71663 0.322
O 1.20826 0.24819 0.48675 -0.314
O -0.85554 -0.64850 -0.44368 -0.347
O 0.52084 0.80685 -1.80696 -0.365
O 1.03880 -1.48713 -1.13854 -0.351
C -1.39006 3.79681 4.71828 -0.088
C -0.36206 4.61298 3.92654 -0.243
N 0.87127 3.86961 3.52041 -0.160
C 0.55739 2.81550 2.54641 -0.252
C -0.29382 3.25589 1.33726 -0.081
C 1.94147 4.76798 3.04949 -0.264
C 2.75807 5.15598 4.24861 -0.104
H -1.63592 2.84731 4.24277 0.051
H -2.24931 4.36869 5.06863 0.069
H -0.95968 3.50647 5.67671 0.070
H -0.86676 5.07942 3.08049 0.098
H -0.07364 5.43295 4.58424 0.108
H 1.40852 2.33468 2.06422 0.060
H 0.07570 1.96587 3.03037 0.105
H -0.00042 4.22463 0.93284 0.073
H -0.21046 2.49753 0.55877 0.051
H -1.34377 3.30958 1.62505 0.056
H 1.52721 5.63847 2.54084 0.114
H 2.65136 4.24594 2.40792 0.100
H 3.74879 5.46762 3.91776 0.070
H 2.87585 4.31381 4.93050 0.077
H 2.33058 5.99713 4.79434 0.064
C -5.50071 1.38747 4.64083 -0.003
C -4.73187 0.45629 3.69962 -0.524
O -4.72723 -0.77241 3.91178 -0.004
N -4.02468 1.02464 2.70817 0.016
C -3.17371 0.29268 1.80810 -0.056
H -4.96970 2.32350 4.81395 0.068
H -5.77669 0.93645 5.59399 0.082
H -6.44295 1.64739 4.15839 0.078
H -4.13201 2.02028 2.57677 0.138
H -2.96473 -0.72260 2.14520 0.077
H -2.23041 0.83085 1.71504 0.076
H -3.59181 0.16167 0.81004 0.076
C 3.34462 1.78368 -3.92908 -0.003
C 3.78107 2.51613 -2.69913 -0.616
O 4.82569 3.10945 -2.72195 0.054
N 2.88387 2.58232 -1.72578 0.030
C 2.98125 3.25658 -0.46365 -0.058
H 4.14856 1.11806 -4.24330 0.086
H 3.09925 2.54459 -4.66995 0.091
H 2.49119 1.12614 -3.76359 0.050
H 2.11801 1.92456 -1.75610 0.072
H 4.00952 3.46380 -0.16730 0.095
H 2.55980 2.58937 0.28821 0.051
H 2.41483 4.18780 -0.45414 0.084
C -2.87997 1.24187 -2.03801 -0.007
C -2.39974 2.39455 -2.84412 -0.519
O -3.21947 3.11320 -3.47432 -0.012
N -1.06894 2.66291 -2.78308 -0.009
C -0.38927 3.86218 -3.16253 -0.061
H -2.46805 1.25234 -1.02890 0.060
H -2.46996 0.38753 -2.57662 0.069
H -3.94845 1.09389 -1.88129 0.086
H -0.47515 1.91824 -2.44696 0.040
H -0.52946 4.53583 -2.31717 0.089
H -0.81338 4.23018 -4.09678 0.083
H 0.65135 3.62021 -3.37850 0.073
C -4.45511 -2.67817 -2.03527 0.035
C -3.77371 -2.97087 -0.72358 -0.481
O -2.56792 -3.07715 -0.68258 0.036
N -4.55412 -3.12744 0.37948 0.033
C -4.12622 -3.47836 1.70348 -0.062
H -4.03547 -1.70601 -2.29394 0.080
H -5.53552 -2.57854 -1.93099 0.082
H -4.14521 -3.33148 -2.85089 0.090
H -5.55006 -2.97495 0.30899 0.139
H -3.15782 -3.04102 1.94643 0.077
H -3.97587 -4.54803 1.84939 0.083
H -4.89398 -3.09850 2.37756 0.087
C 0.11070 -5.98942 -3.12787 0.039
C 0.75329 -4.90231 -2.25881 -0.473
O 0.05639 -4.26430 -1.49048 0.006
N 2.07793 -4.66711 -2.35338 0.038
C 2.79034 -3.74933 -1.53348 -0.068
H 0.79479 -6.78402 -3.42571 0.078
H -0.23023 -5.48645 -4.03279 0.082
H -0.67296 -6.39262 -2.48646 0.090
H 2.64811 -5.34514 -2.83843 0.142
H 3.80264 -4.14051 -1.43185 0.096
H 2.42103 -3.57174 -0.52345 0.071
H 2.81827 -2.80670 -2.08008 0.085
C 3.75109 0.86090 3.05267 0.003
C 4.60329 0.38130 1.89373 -0.518
O 5.86426 0.24107 2.00323 -0.034
N 3.95825 0.04096 0.76157 0.022
C 4.64638 -0.40398 -0.49386 -0.017
H 4.12432 0.44077 3.98665 0.083
H 2.70170 0.61508 2.88995 0.063
H 3.87141 1.93321 3.20677 0.077
H 2.96692 0.23423 0.76437 0.043
H 3.94152 -0.23555 -1.30805 0.072
H 4.88922 -1.46308 -0.40759 0.068
H 5.59858 0.12638 -0.48278 0.085
C -0.38790 -5.40184 1.68008 0.036
C 0.29903 -4.05047 1.67290 -0.467
O -0.11462 -3.16348 0.91449 0.000
N 1.42549 -3.89783 2.39258 0.041
C 2.38758 -2.84003 2.18109 -0.048
H 0.20964 -6.15587 2.19243 0.080
H -0.61059 -5.69414 0.65389 0.084
H -1.28199 -5.19134 2.26693 0.086
H 1.67860 -4.64701 3.02088 0.141
H 1.95268 -1.98847 1.65782 0.075
H 3.27841 -3.14694 1.63306 0.087
H 2.72542 -2.48593 3.15503 0.092
C -1.56702 -2.56694 -5.26230 0.022
C -0.99014 -1.86652 -3.99837 -0.401
O -1.08954 -2.36719 -2.85046 -0.035
N -0.26957 -0.70875 -4.13991 0.051
C 0.01883 0.05078 -5.34798 -0.047
H -0.70446 -2.99699 -5.77136 0.086
H -2.22081 -1.95728 -5.88599 0.082
H -2.14044 -3.42082 -4.90148 0.071
H 0.07636 -0.27716 -3.29482 0.076
H 1.08732 -0.03801 -5.54433 0.082
H -0.21875 1.08244 -5.08847 0.082
H -0.59857 -0.18422 -6.21498 0.084